Density functional theory data (ωB97M-V/def2-TZVPD) for a structure of composition C21H15BrF3N3O6SW in a non-equilibrium geometry.

Summary:
DFT total energy = -129632.448 eV
HOMO level (alpha / beta) = -0.2202 / -0.2217 Ha
strongest force on any atom = 7.4 eV/Å
net charge = 0

Element x y z (Å)
1 W 1.029 0.599 -0.124
2 C 1.406 2.591 -1.268
3 C 2.686 1.963 -1.174
4 C 3.101 2.027 0.179
5 C 2.077 2.640 0.932
6 C 1.033 3.002 0.036
7 H 0.897 2.863 -2.186
8 H 3.308 1.664 -2.011
9 H 4.072 1.727 0.554
10 H 2.150 2.956 1.969
11 H 0.193 3.644 0.276
12 Br -1.133 1.996 2.435
13 C 0.015 0.563 2.907
14 C -0.088 -0.007 4.138
15 C 0.845 -1.000 4.514
16 C 1.837 -1.316 3.608
17 C 1.873 -0.714 2.359
18 N 0.925 0.254 1.936
19 C 2.859 -1.076 1.333
20 O 3.814 -1.805 1.545
21 O 2.585 -0.529 0.161
22 H -0.863 0.312 4.814
23 H 0.782 -1.471 5.479
24 H 2.606 -2.042 3.825
25 O -0.730 1.014 -0.333
26 C -2.007 0.691 -0.332
27 C -3.002 1.659 -0.498
28 C -4.329 1.314 -0.414
29 C -4.686 -0.016 -0.165
30 C -3.730 -0.993 -0.055
31 C -2.359 -0.681 -0.148
32 C -1.306 -1.636 -0.158
33 N 0.029 -1.373 -0.043
34 C 0.666 -2.588 -0.222
35 C -0.250 -3.564 -0.425
36 N -1.484 -2.972 -0.359
37 H -2.692 2.674 -0.687
38 H -5.095 2.062 -0.542
39 H -5.729 -0.276 -0.080
40 H -4.040 -2.012 0.117
41 H 1.738 -2.679 -0.194
42 H -0.114 -4.615 -0.584
43 H -2.347 -3.376 -0.676
44 F 1.434 0.873 -4.850
45 C 0.775 -0.265 -4.619
46 F -0.119 -0.430 -5.589
47 F 1.646 -1.269 -4.687
48 S -0.016 -0.128 -2.918
49 O -0.604 1.176 -2.910
50 O -0.867 -1.265 -2.778
51 O 1.208 -0.167 -2.084

Results of the Löwdin charge analysis, in e, for atoms 1 through 6: number 1, W, carries 1.616; number 2, C, carries -0.191; number 3, C, carries -0.160; number 4, C, carries -0.132; number 5, C, carries -0.147; number 6, C, carries -0.207